{
  "formula": "C24H32N2O5",
  "method": "ωB97M-V/def2-TZVPD",
  "elements": ["C", "H", "H", "H", "C", "C", "H", "H", "H", "H", "O", "C", "C", "H", "H", "C", "N", "C", "O", "C", "H", "O", "C", "C", "O", "N", "C", "C", "C", "C", "C", "C", "H", "H", "O", "C", "C", "C", "C", "C", "C", "C", "C", "H", "H", "H", "H", "H", "H", "H", "H", "H", "H", "H", "H", "H", "H", "H", "H", "H", "H", "H", "H"],
  "coordinates": [[2.206, 1.008, 0.377], [1.583, 0.384, -0.259], [2.183, 2.025, -0.005], [3.223, 0.628, 0.334], [1.712, 0.992, 1.825], [2.621, 1.831, 2.716], [2.254, 1.819, 3.739], [3.632, 1.435, 2.692], [2.627, 2.859, 2.364], [1.705, -0.048, 2.192], [0.407, 1.540, 1.939], [-0.641, 0.672, 1.570], [-1.867, 1.494, 1.188], [-2.666, 0.811, 0.896], [-2.197, 2.071, 2.053], [-1.534, 2.438, 0.035], [-2.734, 2.933, -0.610], [-2.865, 2.967, -1.947], [-1.974, 2.662, -2.715], [-4.249, 3.388, -2.464], [-4.846, 3.861, -1.672], [-4.948, 2.297, -3.030], [-5.494, 1.401, -2.092], [-4.474, 0.488, -1.399], [-4.625, 0.143, -0.243], [-3.461, 0.119, -2.210], [-2.319, -0.610, -1.842], [-1.128, -0.383, -2.530], [0.017, -1.061, -2.175], [0.002, -1.986, -1.128], [-1.194, -2.228, -0.462], [-2.345, -1.545, -0.818], [-3.263, -1.734, -0.286], [-1.249, -2.944, 0.343], [1.192, -2.580, -0.839], [1.249, -3.489, 0.238], [2.696, -3.966, 0.381], [3.592, -2.867, 0.880], [3.608, -2.539, 2.230], [4.427, -1.529, 2.702], [5.243, -0.834, 1.826], [5.225, -1.146, 0.477], [4.402, -2.155, 0.008], [4.388, -2.394, -1.045], [5.857, -0.603, -0.211], [5.893, -0.052, 2.193], [4.433, -1.288, 3.755], [2.980, -3.086, 2.920], [3.038, -4.315, -0.594], [2.709, -4.805, 1.080], [0.923, -2.998, 1.167], [0.592, -4.348, 0.042], [0.947, -0.885, -2.692], [-1.100, 0.351, -3.321], [-3.400, 0.606, -3.098], [-6.187, 0.768, -2.657], [-6.062, 1.930, -1.314], [-4.107, 4.091, -3.289], [-3.509, 3.166, -0.010], [-0.933, 3.274, 0.404], [-0.959, 1.915, -0.734], [-0.349, 0.051, 0.716], [-0.884, 0.002, 2.411]],
  "atomic_forces_ev_per_a": [[-0.28, -0.08, 0.34], [-0.04, -0.08, -0.12], [0.02, 0.16, -0.04], [0.09, -0.05, -0.04], [0.37, 0.02, -0.02], [-0.36, -0.30, -0.14], [0.00, 0.01, 0.13], [0.14, 0.00, 0.00], [0.04, 0.16, -0.05], [-0.03, 0.10, -0.02], [0.00, 0.25, 0.01], [-0.27, -0.05, 0.01], [0.44, -0.08, -0.06], [-0.01, 0.02, 0.03], [-0.10, 0.00, 0.10], [0.26, -0.12, 0.17], [-0.07, 0.08, 0.29], [-0.44, 0.34, 0.11], [0.20, -0.05, -0.41], [0.12, 0.07, -0.10], [0.00, -0.04, -0.06], [0.05, -0.09, -0.17], [-0.22, -0.03, 0.14], [-0.28, 0.30, -0.17], [-0.16, -0.14, 0.12], [0.03, 0.03, -0.49], [0.18, -0.23, 0.28], [-0.07, -0.03, 0.10], [0.08, -0.24, 0.16], [-0.20, 0.17, -0.12], [0.36, -0.17, 0.01], [-0.12, 0.10, -0.12], [-0.05, 0.00, 0.02], [0.03, -0.07, 0.08], [0.13, 0.09, -0.13], [0.03, -0.38, 0.16], [-0.38, 0.33, -0.05], [0.04, -0.11, -0.05], [0.00, -0.01, -0.03], [0.00, 0.04, 0.09], [0.08, 0.06, 0.00], [0.11, 0.03, -0.02], [0.00, -0.01, 0.02], [-0.01, -0.04, -0.12], [0.04, 0.04, -0.05], [0.04, 0.06, 0.03], [0.00, 0.02, 0.09], [-0.07, -0.07, 0.08], [-0.01, -0.10, 0.02], [-0.01, -0.03, -0.05], [-0.02, -0.05, -0.08], [0.02, 0.13, 0.03], [0.11, 0.04, -0.07], [0.01, 0.10, -0.07], [-0.09, 0.00, 0.19], [0.04, 0.04, 0.13], [0.14, -0.11, -0.04], [0.06, -0.02, 0.21], [-0.08, 0.01, -0.21], [0.02, -0.11, -0.12], [0.00, 0.07, 0.09], [-0.02, 0.02, 0.03], [0.05, 0.01, -0.12]],
  "mulliken_charge": [-0.6214, -0.1727, 0.3809, 0.2092, 0.8933, -1.6058, 0.3887, 0.2969, 0.3889, 0.0806, -0.4109, 0.1463, -0.6346, 0.2247, 0.5297, -0.7166, 0.0392, 0.4832, -0.6223, -0.6569, 0.3464, -0.4073, -0.6040, 0.3379, -0.6669, -0.1159, 0.1760, -0.3741, -0.4075, 0.4662, -0.4309, -0.5336, 0.3899, 0.4281, -0.3180, -0.5563, -1.6639, 0.6571, -0.2387, -0.5946, -0.4144, -0.6939, -0.2750, 0.3434, 0.3855, 0.4397, 0.3887, 0.4076, 0.4096, 0.5055, 0.4494, 0.4616, 0.3840, 0.3472, 0.4287, 0.3191, 0.3562, 0.3049, 0.2848, 0.3343, 0.2574, -0.2729, 0.3381],
  "multiplicity": 1,
  "relative_energy_kcal_mol": 13.7,
  "homo_energy_ha": -0.29689,
  "smiles": "CC(C)OCCCNC(=O)COCC(=O)Nc1ccc(OCCc2ccccc2)cc1",
  "e_tot_ev": -38625.7911,
  "charge": 0
}